{"formula": "C37H48N3O2Rh", "method": "the ωB97M-V functional and the def2-TZVPD basis", "species": ["C", "H", "N", "C", "C", "H", "N", "C", "H", "C", "C", "C", "H", "C", "H", "H", "H", "H", "H", "C", "C", "H", "C", "H", "H", "H", "H", "C", "C", "C", "C", "C", "Rh", "H", "C", "C", "H", "C", "C", "H", "H", "C", "O", "C", "H", "C", "H", "H", "O", "H", "H", "C", "C", "C", "C", "H", "H", "N", "H", "C", "C", "C", "H", "H", "C", "H", "C", "H", "H", "H", "H", "H", "C", "H", "H", "C", "H", "H", "H", "H", "H", "H", "H", "C", "C", "H", "H", "C", "H", "H", "H"], "xyz": [[3.68718, 0.06451, -0.47148], [0.05498, -3.32999, 4.53102], [0.13798, -2.07939, 2.18242], [3.30758, 3.87991, -0.46888], [6.16448, -0.44419, -0.37308], [-0.91872, 2.71431, -0.63558], [0.11428, -3.87239, 0.03122], [0.05158, -5.77969, 1.52802], [2.92888, 5.50091, 0.90662], [-4.89252, 3.95621, -0.38718], [0.08578, -6.08669, -0.86178], [2.97248, 2.40381, -0.53768], [-3.67552, -2.78749, 0.48592], [1.63658, 2.00181, -0.57868], [-3.15682, 5.51861, -1.63368], [5.32178, -2.72159, -1.62488], [-5.11022, -3.24099, -0.42558], [4.80928, -1.32079, -2.57358], [3.03928, 5.65921, -1.65278], [0.01218, -6.25999, 2.85532], [-2.83122, 4.48331, -1.67368], [-1.67292, 4.23931, 0.82752], [4.74698, -1.02319, -0.42468], [-4.98682, 1.51941, -0.47198], [6.38308, 0.15621, -1.25058], [1.58958, 4.36321, 0.80762], [3.12588, 4.18501, -2.61368], [-5.57572, -0.89759, 0.85072], [0.09338, -3.50129, 2.41272], [1.26658, 0.66521, -0.52278], [4.55058, -1.88509, 0.83082], [0.04858, -6.62749, 0.39982], [0.07578, -1.88589, -0.24948], [4.61998, -1.27299, 1.72732], [-1.64472, 1.92291, -0.57768], [-2.75802, 4.30431, 0.83982], [-3.64722, -2.78859, -1.28948], [2.32508, -0.33699, -0.46028], [-5.62852, -0.92309, -1.66108], [5.33028, -2.64209, 0.86722], [-0.01602, -7.32459, 3.02232], [-2.25152, -0.44669, -0.42058], [-1.82212, -1.65269, -0.29148], [2.67328, 4.44891, 0.81502], [3.60718, -2.32339, -1.74218], [2.73758, 4.61521, -1.69358], [4.97608, 5.22951, -0.35538], [3.58758, -2.39259, 0.81372], [1.95758, -1.56889, -0.37498], [-5.38142, 3.58701, -1.28538], [0.88338, 2.76871, -0.62128], [-1.23382, 0.60271, -0.51158], [4.81118, 4.15701, -0.41188], [0.01088, -5.38929, 3.91232], [-3.37962, 3.73421, -0.44898], [-5.32772, 3.48771, 0.49222], [0.08408, -6.70669, -1.74508], [0.02928, 0.07371, -0.47018], [-5.05302, -1.04939, -2.57438], [0.11748, -4.69539, -0.99938], [3.96808, 1.41381, -0.49938], [4.60948, -1.90149, -1.67648], [0.98118, -1.67599, 2.59182], [-3.03592, 5.34811, 0.94382], [-3.62422, -0.09429, -0.45508], [0.01688, -7.69669, 0.54092], [0.05288, -4.00639, 3.69062], [-3.20942, 4.03911, -2.59118], [-5.09802, 5.02101, -0.31978], [-3.12412, 3.76031, 1.70742], [-6.07782, 0.06451, 0.82952], [6.30858, 0.15381, 0.52332], [0.08878, -4.37439, 1.29922], [-4.95212, -0.94299, 1.74062], [5.31378, 3.79771, -1.30658], [-2.99332, 2.27561, -0.52558], [5.26518, 3.71351, 0.47102], [3.05348, 3.92541, 1.68902], [1.65088, 4.58271, -1.72708], [-0.66342, -1.61939, 2.61452], [-6.33312, -1.67349, 0.92472], [-6.07572, 0.06681, -1.66968], [-0.02002, -5.75259, 4.92612], [-3.94512, 1.24901, -0.48548], [-4.74182, -1.12779, -0.42168], [6.87628, -1.26439, -0.34408], [0.14548, -4.23779, -1.98768], [-4.25202, -2.57149, -0.41228], [4.99728, 1.72661, -0.48368], [-6.42932, -1.65769, -1.65388], [-1.74452, 4.47291, -1.70608]], "forces_ev_per_a": [[0.50, -0.07, 0.06], [0.00, 0.11, 0.11], [-0.02, 0.37, -0.53], [-0.02, 0.34, 0.04], [-0.33, -0.11, -0.02], [-0.01, -0.02, 0.01], [0.01, -0.24, -0.14], [0.00, 0.51, -0.09], [0.02, 0.11, 0.01], [0.21, -0.11, -0.03], [-0.01, 0.04, 0.09], [-0.25, -0.03, 0.03], [-0.04, -0.12, -0.01], [-0.70, -0.02, -0.02], [-0.01, 0.12, 0.00], [0.09, -0.05, -0.04], [-0.10, 0.03, -0.01], [0.03, 0.01, -0.14], [-0.01, 0.08, 0.01], [0.01, 0.15, 0.11], [0.00, -0.18, 0.10], [0.13, 0.03, 0.02], [0.30, 0.00, 0.03], [-0.11, -0.01, -0.01], [0.09, 0.13, -0.13], [-0.13, 0.01, 0.01], [0.02, -0.01, -0.13], [0.07, -0.06, -0.18], [-0.03, -0.23, 0.31], [0.52, 0.22, 0.06], [-0.10, -0.02, -0.06], [0.02, 0.27, -0.14], [0.04, -1.01, 0.83], [0.03, 0.03, 0.16], [0.71, -0.07, -0.02], [-0.02, -0.12, -0.13], [0.02, -0.13, -0.04], [-0.07, 1.30, -0.04], [0.10, -0.02, 0.18], [0.08, -0.05, 0.05], [-0.01, -0.15, 0.02], [-0.05, 1.37, -0.11], [-0.12, -0.01, 0.00], [0.04, -0.13, -0.11], [0.11, -0.07, -0.12], [-0.01, -0.18, 0.07], [-0.02, 0.09, 0.00], [0.12, -0.06, 0.12], [0.29, 0.02, -0.09], [-0.14, -0.07, -0.07], [0.02, 0.00, 0.01], [-0.52, 0.32, 0.06], [-0.16, -0.15, -0.02], [0.00, -0.23, -0.15], [-0.03, 0.31, 0.04], [-0.13, -0.08, 0.06], [0.01, -0.01, -0.02], [0.05, 0.49, -0.18], [0.05, -0.03, -0.14], [0.00, -0.41, -0.45], [0.19, -0.74, -0.02], [-0.10, 0.05, 0.08], [-0.14, -0.02, -0.15], [-0.03, 0.16, 0.02], [-0.47, -0.02, 0.05], [0.00, -0.14, 0.01], [0.02, -0.01, -0.55], [-0.02, 0.01, -0.14], [0.03, 0.09, 0.00], [-0.03, -0.01, 0.15], [-0.08, 0.13, 0.05], [0.08, 0.12, 0.09], [-0.03, -0.42, 0.79], [0.06, -0.02, 0.13], [0.14, -0.06, -0.07], [0.11, -0.10, 0.05], [0.13, -0.08, 0.06], [0.03, -0.01, 0.15], [-0.12, -0.02, -0.02], [0.15, -0.04, -0.11], [-0.12, -0.05, 0.03], [-0.09, 0.08, -0.05], [-0.01, -0.12, 0.10], [-0.07, -0.69, -0.02], [-0.26, 0.06, 0.07], [0.09, -0.06, -0.01], [-0.02, -0.10, 0.17], [-0.09, -0.12, 0.01], [0.10, -0.04, 0.01], [-0.11, -0.05, -0.02], [0.13, 0.01, -0.04]], "charge": 2, "multiplicity": 5, "mol_weight_da": 669.72, "energy_ha": -1863.4507, "de_lowest_kcal_mol": 0.4, "lumo_energy_ev": [-6.0, -8.5], "gap_ev": [7.1, 5.1]}